ORCA calculation (ωB97M-V with the def2-TZVPD basis set) on a cluster of 3 separate species, C12H30BrN2O7P in total.

```
53
Properties=species:S:1:pos:R:3:forces:R:3:nbo_charge:R:1
C 4.229 -0.704 1.006 0.1 0.0 -0.3 -0.633
C 3.259 -0.634 -0.168 0.0 -0.1 0.4 0.075
O 3.202 -1.882 -0.856 0.1 0.0 0.1 -0.726
C 1.851 -0.182 0.227 0.2 0.0 -0.2 -0.099
O 1.570 -0.648 1.562 0.0 0.0 -0.2 -0.525
C 0.440 -0.293 2.183 0.0 0.1 0.2 0.988
O 0.374 -0.171 3.360 0.0 0.0 0.1 -0.537
O -0.654 -0.088 1.375 0.2 -0.5 -0.1 -0.831
P -1.162 -1.406 0.449 0.1 0.1 0.0 1.293
O -2.508 -0.711 -0.117 0.1 0.2 -0.1 -0.991
Br -2.093 -2.713 1.985 0.0 0.2 0.0 -0.231
H 5.232 -0.872 0.611 0.0 0.0 0.1 0.220
H 3.965 -1.533 1.664 0.0 0.1 0.1 0.215
H 4.231 0.217 1.587 0.0 0.0 0.0 0.224
H 3.647 0.087 -0.890 -0.2 0.0 -0.1 0.188
H 3.244 -2.595 -0.205 -0.1 0.1 -0.1 0.473
H 1.156 -0.628 -0.483 0.0 0.1 0.0 0.201
H 1.766 0.906 0.193 0.0 0.0 0.1 0.189
H -2.276 -0.085 -0.822 -0.2 -0.1 0.1 0.506
C -2.717 4.132 4.365 0.0 0.0 0.0 -0.613
C -1.723 3.306 3.557 -0.1 0.0 0.0 -0.083
C -0.833 4.139 2.626 0.1 -0.1 0.0 -0.070
O -1.474 4.608 1.453 0.0 0.1 0.0 -0.552
C -2.177 5.826 1.592 0.0 0.0 -0.1 -0.246
N -2.435 2.241 2.853 0.1 0.1 -0.1 -0.823
H -3.545 4.481 3.746 0.0 0.0 0.0 0.198
H -3.144 3.523 5.162 0.0 0.0 0.0 0.223
H -2.238 5.002 4.818 0.0 0.0 0.0 0.201
H -1.043 2.821 4.266 0.0 0.0 0.0 0.194
H -0.017 3.501 2.275 0.0 0.0 0.0 0.177
H -0.382 4.982 3.168 0.0 0.0 0.0 0.161
H -1.655 6.511 2.268 0.0 0.0 0.0 0.167
H -3.195 5.672 1.959 0.0 0.0 0.0 0.166
H -2.234 6.285 0.605 0.0 0.0 0.0 0.188
H -1.764 1.635 2.392 -0.1 -0.1 0.1 0.363
H -2.966 2.666 2.097 -0.1 0.0 0.1 0.348
C 0.237 -3.116 -5.276 0.0 0.0 0.0 -0.612
C 1.242 -3.451 -4.179 -0.1 0.1 0.0 -0.080
C 0.659 -4.306 -3.044 0.1 0.0 0.0 -0.071
O -0.147 -3.588 -2.130 -0.1 0.0 0.1 -0.552
C -1.505 -3.434 -2.482 0.0 0.1 0.0 -0.246
N 1.856 -2.214 -3.695 0.0 -0.1 0.0 -0.831
H -0.472 -2.354 -4.950 0.0 0.0 0.0 0.197
H 0.757 -2.719 -6.148 0.0 0.0 0.0 0.221
H -0.326 -3.998 -5.585 0.0 0.0 0.0 0.203
H 2.035 -4.054 -4.634 0.0 0.0 0.0 0.187
H 1.489 -4.696 -2.449 0.0 0.0 0.0 0.183
H 0.107 -5.166 -3.445 0.0 0.0 0.0 0.163
H -1.914 -4.330 -2.959 0.1 0.0 0.0 0.174
H -1.656 -2.578 -3.146 -0.1 0.0 -0.1 0.161
H -2.062 -3.250 -1.563 0.0 -0.1 0.0 0.185
H 2.601 -2.421 -3.037 0.0 0.0 0.0 0.374
H 1.164 -1.721 -3.137 0.0 0.0 0.0 0.346
```
Forces are in eV/Å.

Computed properties:
- calculated total energy (Eh) = -4026.8053
- charge = 0
- largest force on an atom (hartree/bohr) = 0.0099
- SMILES = C[C@@H](O)COC(=O)OP(O)Br.COC[C@@H](C)N.COC[C@@H](C)N
- frontier orbital gap (eV) = 9.1

---

ORCA calculation (ωB97M-V with the def2-TZVPD basis set) on a structure of composition C22H30N2OP2PdS3.

```
61
Properties=species:S:1:pos:R:3:forces:R:3:nbo_charge:R:1
Pd 0.659 -0.328 -0.120 -0.1 0.3 -0.1 0.605
C 0.487 3.166 -0.346 0.1 0.1 0.1 -0.953
P 1.610 1.765 -0.616 -0.2 0.0 -0.1 1.032
C 3.191 2.262 0.101 0.1 0.0 0.0 -0.964
C 1.827 1.660 -2.413 0.0 -0.1 0.0 -0.400
C 2.840 2.350 -3.070 0.0 0.1 0.0 -0.180
C 2.964 2.262 -4.449 0.0 0.0 0.0 -0.161
C 2.073 1.492 -5.181 0.0 0.0 0.0 -0.168
C 1.063 0.794 -4.534 0.0 0.0 0.0 -0.200
C 0.940 0.859 -3.150 0.0 0.0 0.0 -0.278
P -0.339 -0.086 -2.271 0.2 -0.1 -0.1 1.008
C -1.895 0.795 -2.572 0.0 0.0 0.0 -0.949
C -0.518 -1.670 -3.124 -0.1 0.0 0.0 -0.958
H 0.853 4.044 -0.882 0.0 0.0 0.0 0.262
H 0.430 3.398 0.718 0.0 0.0 0.0 0.261
H -0.514 2.927 -0.699 0.0 0.0 0.0 0.246
H 3.443 3.283 -0.189 0.0 0.0 0.0 0.257
H 3.972 1.576 -0.226 0.0 0.0 0.0 0.274
H 3.116 2.220 1.187 0.0 0.0 0.0 0.262
H 3.538 2.963 -2.516 0.0 0.0 0.0 0.228
H 3.758 2.797 -4.951 0.0 0.0 0.0 0.244
H 2.168 1.427 -6.256 0.0 0.0 0.0 0.244
H 0.382 0.191 -5.122 0.0 0.0 0.0 0.224
H -2.055 0.847 -3.651 0.0 0.0 0.0 0.262
H -1.852 1.808 -2.178 0.0 0.0 0.0 0.253
H -2.732 0.268 -2.114 0.0 0.0 0.0 0.263
H -0.706 -1.527 -4.188 0.0 0.0 0.0 0.254
H -1.365 -2.206 -2.695 0.0 0.0 0.0 0.264
H 0.386 -2.261 -2.986 0.0 0.0 0.0 0.270
C -0.177 -2.044 3.758 0.0 0.1 0.0 -0.618
C -0.825 -1.476 2.491 0.1 -0.3 0.0 0.204
C -1.011 0.053 2.640 0.0 0.1 -0.1 -0.609
C -2.139 -2.159 2.142 -0.1 0.0 0.0 -0.632
O 0.090 -1.601 1.443 -0.1 0.0 0.2 -0.415
H -0.773 -1.767 4.627 0.0 0.0 0.0 0.239
H 0.831 -1.648 3.884 0.0 0.0 0.0 0.217
H -0.132 -3.131 3.707 0.0 0.0 0.0 0.226
H -1.660 0.222 3.499 0.0 0.0 0.0 0.260
H -1.498 0.476 1.757 0.0 0.0 0.0 0.215
H -0.059 0.554 2.817 0.0 0.0 0.0 0.221
H -2.914 -1.896 2.861 0.0 0.0 0.0 0.237
H -2.026 -3.242 2.148 0.0 0.0 0.0 0.230
H -2.476 -1.852 1.151 0.0 0.0 0.0 0.216
S 3.759 -5.462 2.809 0.0 0.2 -0.1 0.358
C 3.660 -4.111 1.784 -0.1 -0.2 0.2 -0.199
S 2.775 -4.029 0.323 0.0 -0.1 0.0 0.578
C 3.137 -2.336 0.233 -0.1 0.4 -0.2 -0.152
N 3.898 -1.901 1.193 0.0 -0.1 0.0 -0.233
N 4.192 -2.915 2.048 0.0 0.1 0.0 -0.179
C 5.061 -2.683 3.156 0.0 -0.1 -0.1 0.193
C 4.939 -1.511 3.887 0.0 0.0 0.1 -0.231
C 5.749 -1.350 4.995 0.0 0.0 0.0 -0.162
C 6.667 -2.338 5.354 0.0 0.0 0.0 -0.156
C 6.798 -3.486 4.596 0.0 0.0 -0.1 -0.184
C 6.003 -3.660 3.468 0.0 0.0 0.1 -0.225
S 2.579 -1.365 -1.100 0.3 -0.3 0.1 -0.114
H 4.211 -0.764 3.605 0.0 0.0 0.0 0.237
H 5.663 -0.454 5.594 0.0 0.0 0.0 0.240
H 7.292 -2.193 6.224 0.0 0.0 0.0 0.245
H 7.538 -4.232 4.850 0.0 0.0 0.0 0.247
H 6.186 -4.490 2.795 0.0 0.0 0.0 0.242
```
Forces are in eV/Å.

Computed properties:
- calculated total energy (Eh) = -3045.6103
- charge = +2
- multiplicity = 5
- largest force on an atom (hartree/bohr) = 0.0092
- frontier orbital gap (spin up / spin down) (eV) = 7.6 / 5.9

---

ORCA calculation (ωB97M-V with the def2-TZVPD basis set) on a structure of composition C18H30N6SiZr.

```
56
Properties=species:S:1:pos:R:3:forces:R:3:nbo_charge:R:1
Zr -0.088 0.858 0.822 0.4 -0.1 0.0 1.962
N 0.341 0.478 5.146 0.0 0.1 -0.1 -0.456
C 0.621 -0.814 4.766 -0.1 0.0 0.1 -0.034
C 0.395 -0.862 3.433 0.0 -0.1 0.0 -0.084
N -0.011 0.395 2.992 0.1 -0.1 0.2 -0.697
C -0.024 1.174 4.071 -0.1 0.1 0.0 0.247
H 0.380 0.846 6.086 0.0 0.0 0.0 0.463
H 0.937 -1.561 5.473 0.0 -0.1 0.0 0.271
H 0.496 -1.706 2.768 0.0 0.0 0.0 0.248
H -0.292 2.219 4.095 0.0 0.0 0.0 0.247
C 2.398 -2.031 -0.199 0.1 0.0 0.0 -1.101
Si 2.083 -0.195 -0.321 -0.6 0.0 -0.2 0.983
C 2.642 0.567 -1.927 0.2 0.0 0.1 -1.098
C 2.821 0.733 1.181 0.2 0.0 0.0 -1.151
H 3.459 -2.237 -0.362 0.0 0.0 0.0 0.270
H 1.844 -2.581 -0.961 0.0 0.0 0.0 0.261
H 2.137 -2.451 0.774 0.0 0.0 0.0 0.238
H 3.710 0.376 -2.065 0.0 0.0 0.0 0.267
H 2.491 1.647 -1.954 0.0 0.0 0.0 0.257
H 2.124 0.123 -2.778 0.0 0.0 0.0 0.261
H 3.875 0.429 1.163 0.0 0.0 0.0 0.304
H 2.485 0.455 2.184 0.0 0.0 0.0 0.245
H 2.822 1.820 1.085 0.0 0.0 0.0 0.268
C -2.500 -1.188 0.749 0.2 0.1 0.0 -0.067
N -3.865 -1.512 0.487 0.0 -0.1 0.0 -0.434
C -4.731 -0.482 1.066 -0.1 0.0 0.0 -0.083
N -4.453 0.830 0.474 0.0 0.1 -0.1 -0.432
C -3.093 1.195 0.721 0.1 0.0 0.0 -0.074
N -2.118 0.165 0.145 0.0 0.0 0.0 -0.658
C -2.422 0.077 -1.352 0.1 0.0 0.1 -0.062
N -3.792 -0.266 -1.575 0.0 0.0 -0.1 -0.433
C -4.083 -1.564 -0.964 0.0 0.0 0.0 -0.083
C -4.666 0.749 -0.979 0.0 0.0 0.0 -0.083
H -1.833 -1.936 0.311 0.0 0.0 0.0 0.222
H -2.327 -1.122 1.829 0.0 -0.1 0.0 0.211
H -4.574 -0.438 2.145 0.0 0.0 0.0 0.209
H -5.772 -0.742 0.877 0.0 0.0 0.0 0.234
H -2.901 1.261 1.800 -0.1 0.0 0.0 0.208
H -2.858 2.156 0.254 -0.1 0.0 0.0 0.231
H -1.758 -0.678 -1.779 0.0 0.0 0.0 0.224
H -2.198 1.055 -1.785 0.0 0.0 0.0 0.216
H -3.432 -2.325 -1.398 0.0 0.0 0.0 0.214
H -5.118 -1.834 -1.161 0.0 0.0 0.0 0.233
H -5.704 0.484 -1.172 0.0 0.0 0.0 0.232
H -4.462 1.721 -1.431 0.0 0.0 0.0 0.215
C 0.315 5.611 -0.213 0.0 0.0 0.0 -0.139
C 0.748 5.126 1.018 0.0 0.0 0.0 -0.207
C 0.697 3.765 1.271 0.0 0.2 0.0 -0.139
C 0.206 2.879 0.299 -0.1 0.0 0.0 -0.700
C -0.222 3.387 -0.933 0.0 0.1 -0.1 -0.178
C -0.165 4.751 -1.191 0.0 -0.1 0.0 -0.191
H 0.362 6.673 -0.414 0.0 0.0 0.0 0.245
H 1.130 5.813 1.761 0.0 0.0 0.0 0.241
H 1.070 3.402 2.229 0.0 0.0 0.0 0.200
H -0.587 2.730 -1.721 0.0 0.0 0.0 0.213
H -0.484 5.144 -2.146 0.0 0.0 0.0 0.243
```
Forces are in eV/Å.

Computed properties:
- calculated total energy (Eh) = -1368.4117
- charge = +2
- largest force on an atom (hartree/bohr) = 0.0121
- energy relative to the best compared isomer or geometry (same formula, charge and spin) (eV) = 0.000
- frontier orbital gap (eV) = 7.3

---

ORCA calculation (ωB97M-V with the def2-TZVPD basis set) on the molecule C6H12O2.

```
20
Properties=species:S:1:pos:R:3:forces:R:3:nbo_charge:R:1
C 0.244 0.491 -0.276 3.4 -1.9 -0.6 0.036
C 2.460 0.276 0.747 -0.2 0.0 -0.3 -0.245
C -2.260 -0.349 1.286 -0.2 0.1 0.2 -0.256
C 0.143 1.460 -1.440 -0.2 0.2 -0.1 -0.620
C -0.592 -0.725 -0.402 -3.6 1.1 0.0 0.301
C -0.425 -1.950 -0.885 0.4 0.6 0.3 -0.441
O 1.628 -0.146 -0.320 -0.9 1.2 0.4 -0.564
O -1.964 -0.244 -0.100 1.5 -1.5 -0.2 -0.571
H 0.120 0.985 0.691 -0.1 -0.1 -0.1 0.196
H 1.971 0.119 1.716 0.0 0.1 0.0 0.161
H 3.379 -0.317 0.733 -0.2 0.1 -0.1 0.193
H 2.725 1.332 0.632 0.0 0.1 0.2 0.162
H -1.757 -1.184 1.792 0.1 0.1 -0.3 0.178
H -1.996 0.581 1.802 0.0 0.0 0.1 0.163
H -3.335 -0.523 1.404 0.1 0.2 -0.1 0.192
H 1.022 2.109 -1.473 -0.1 0.0 0.2 0.221
H 0.101 0.932 -2.398 0.0 -0.1 0.2 0.223
H -0.757 2.075 -1.349 0.1 -0.1 0.0 0.222
H -1.266 -2.629 -0.971 0.0 0.2 0.0 0.220
H 0.558 -2.294 -1.190 -0.1 0.1 0.1 0.229
```
Forces are in eV/Å.

Computed properties:
- calculated total energy (Eh) = -386.2109
- charge = 0
- largest force on an atom (hartree/bohr) = 0.0763
- energy relative to the best compared isomer or geometry (same formula, charge and spin) (eV) = 2.972
- SMILES = C=C(OC)[C@H](C)OC
- frontier orbital gap (eV) = 10.5